{
  "formula": "C23H39N4O8P2PtS",
  "method": "wB97M-V/def2-TZVPD",
  "charge": 1,
  "energy_ha": -2920.9219,
  "multiplicity": 3,
  "lumo_energy_ev": [-1.9, -4.2],
  "homo_energy_ev": [-10.5952, -10.6548],
  "species": ["Pt", "C", "C", "C", "O", "P", "O", "C", "P", "O", "O", "C", "C", "C", "O", "C", "C", "C", "O", "C", "C", "C", "H", "H", "H", "H", "H", "H", "H", "H", "H", "H", "H", "H", "H", "H", "H", "H", "H", "H", "H", "H", "H", "H", "H", "H", "H", "H", "H", "H", "H", "H", "N", "C", "C", "C", "C", "C", "C", "S", "O", "O", "N", "C", "N", "C", "C", "C", "N", "H", "H", "H", "H", "H", "H", "H", "H", "H"],
  "coordinates": [[-0.273, 0.099, -0.152], [4.314, 3.354, 1.025], [2.908, 2.977, 0.608], [2.748, 2.871, -0.897], [2.509, 1.744, 1.333], [2.730, 0.250, 0.949], [1.868, -0.296, -0.165], [2.394, -0.554, 2.540], [0.646, -0.979, 2.657], [-0.181, 0.171, 2.178], [0.431, -1.416, 4.137], [-0.832, -1.289, 4.921], [-1.118, 0.161, 5.258], [-1.977, -1.968, 4.192], [0.416, -2.225, 1.721], [0.629, -3.661, 2.009], [0.639, -4.341, 0.665], [1.891, -3.965, 2.797], [4.259, 0.119, 0.648], [4.960, -0.877, -0.195], [4.555, -2.291, 0.180], [4.760, -0.563, -1.664], [4.546, 4.348, 0.636], [5.041, 2.643, 0.628], [4.404, 3.378, 2.113], [2.212, 3.707, 1.004], [3.481, 2.177, -1.319], [2.921, 3.852, -1.341], [1.752, 2.539, -1.171], [2.629, 0.190, 3.305], [3.013, -1.438, 2.687], [-0.590, -1.827, 5.828], [-1.354, 0.734, 4.359], [-0.265, 0.622, 5.762], [-1.978, 0.202, 5.929], [-2.187, -1.460, 3.242], [-2.877, -1.918, 4.808], [-1.757, -3.021, 3.998], [-0.242, -3.980, 2.579], [1.485, -3.982, 0.067], [-0.284, -4.135, 0.125], [0.733, -5.421, 0.802], [2.782, -3.704, 2.218], [1.922, -5.040, 2.982], [1.914, -3.462, 3.765], [5.998, -0.716, 0.072], [3.492, -2.449, -0.024], [4.763, -2.493, 1.235], [5.125, -3.003, -0.417], [3.719, -0.716, -1.955], [5.393, -1.222, -2.259], [5.048, 0.468, -1.884], [-1.620, -6.030, -1.484], [-2.013, -4.744, -1.176], [-1.870, -3.716, -2.117], [-2.240, -2.427, -1.810], [-2.752, -2.137, -0.547], [-2.905, -3.145, 0.402], [-2.521, -4.436, 0.095], [-3.510, -0.592, -0.244], [-3.830, -0.494, 1.153], [-4.497, -0.397, -1.254], [-2.188, 0.428, -0.551], [-2.327, 1.800, -0.326], [-3.492, 2.430, -0.311], [-3.460, 3.726, -0.017], [-2.282, 4.408, 0.258], [-1.122, 3.675, 0.185], [-1.126, 2.377, -0.120], [-1.504, -6.267, -2.452], [-1.960, -6.775, -0.903], [-1.479, -3.950, -3.101], [-2.160, -1.644, -2.557], [-3.335, -2.900, 1.367], [-2.641, -5.227, 0.828], [-4.421, 4.232, -0.001], [-2.269, 5.458, 0.514], [-0.155, 4.131, 0.363]],
  "forces_ev_per_angstrom": [[0.3, 0.3, 0.3], [0.0, -0.1, 0.1], [0.2, -0.1, 0.0], [0.1, -0.2, 0.2], [0.0, 0.2, -0.3], [0.1, -0.1, 0.0], [-0.1, 0.3, 0.3], [-0.2, 0.1, -0.1], [-0.1, -0.3, 0.0], [0.0, -0.2, -0.4], [-0.2, 0.3, 0.2], [-0.2, 0.1, -0.2], [0.2, 0.0, -0.2], [0.1, 0.1, -0.2], [0.2, -0.2, 0.2], [0.1, 0.0, -0.1], [0.1, 0.1, -0.2], [0.0, 0.3, 0.0], [0.1, -0.2, -0.3], [-0.2, -0.1, -0.1], [-0.1, 0.2, 0.1], [-0.1, 0.1, 0.1], [0.0, -0.1, 0.0], [0.0, 0.1, 0.0], [0.0, 0.0, -0.1], [-0.2, 0.0, 0.1], [-0.1, 0.1, 0.0], [0.0, 0.0, 0.0], [-0.2, 0.0, 0.0], [0.0, -0.1, 0.1], [0.1, 0.0, -0.1], [0.1, -0.2, 0.1], [0.0, -0.1, 0.1], [-0.1, -0.1, 0.0], [0.1, 0.0, 0.0], [0.0, -0.1, 0.1], [0.1, 0.0, 0.0], [0.0, 0.1, 0.0], [-0.1, 0.1, 0.1], [-0.1, -0.1, 0.1], [0.4, 0.0, 0.2], [0.0, 0.1, -0.1], [-0.1, 0.0, 0.1], [0.0, 0.0, 0.0], [0.0, 0.0, 0.0], [0.1, 0.1, 0.1], [0.0, 0.0, 0.0], [0.0, 0.0, -0.1], [0.0, 0.0, 0.0], [0.1, 0.0, 0.0], [0.0, 0.0, 0.0], [0.0, -0.1, 0.0], [0.1, 0.3, 0.2], [-0.3, -0.2, -0.1], [0.1, -0.2, -0.1], [0.0, 0.1, 0.0], [-0.1, -0.2, 0.2], [0.1, 0.1, -0.1], [-0.3, -0.1, -0.1], [0.8, 0.3, 0.0], [-0.1, 0.0, -0.1], [-0.1, 0.3, 0.1], [-0.7, 0.7, 0.0], [-0.1, -0.4, -0.1], [0.0, -0.1, 0.1], [-0.1, -0.2, -0.1], [-0.2, 0.1, 0.0], [0.5, -0.2, -0.1], [-0.1, -0.4, 0.1], [0.0, 0.0, -0.1], [-0.1, -0.1, 0.0], [0.0, 0.0, 0.0], [0.0, -0.1, 0.0], [0.0, -0.1, -0.1], [0.0, 0.0, 0.0], [0.1, 0.0, 0.0], [0.0, -0.1, 0.0], [0.0, 0.0, 0.0]]
}

***

{
  "formula": "C23H39N5O4PRhS2",
  "method": "wB97M-V/def2-TZVPD",
  "charge": 2,
  "energy_ha": -2722.4160,
  "multiplicity": 5,
  "lumo_energy_ev": [-5.3, -9.5],
  "homo_energy_ev": [-14.2098, -14.2014],
  "species": ["Rh", "C", "C", "N", "C", "C", "S", "C", "C", "S", "C", "N", "C", "H", "H", "H", "H", "H", "H", "H", "H", "C", "C", "N", "C", "N", "C", "C", "C", "N", "C", "H", "H", "H", "H", "H", "H", "H", "H", "H", "H", "H", "H", "H", "C", "C", "C", "C", "O", "P", "O", "O", "O", "C", "C", "C", "C", "H", "H", "H", "H", "H", "H", "H", "H", "H", "H", "H", "H", "H", "H", "H", "H", "H", "H"],
  "coordinates": [[-0.150, -0.502, -0.208], [-2.504, 0.769, 2.320], [-3.020, 0.336, 1.001], [-2.304, -0.308, 0.123], [-3.018, -0.677, -0.990], [-4.317, -0.262, -0.963], [-4.654, 0.578, 0.491], [-2.367, -1.562, -1.934], [-2.915, -2.256, -2.975], [-1.774, -3.344, -3.643], [-0.602, -2.809, -2.489], [-1.056, -1.882, -1.691], [0.764, -3.372, -2.390], [-1.442, 0.529, 2.380], [-3.036, 0.252, 3.118], [-2.651, 1.835, 2.480], [-5.070, -0.418, -1.707], [-3.911, -2.189, -3.363], [1.183, -3.601, -3.368], [0.749, -4.301, -1.817], [1.410, -2.660, -1.871], [0.899, -0.209, 5.164], [1.306, 0.696, 4.009], [0.986, 0.030, 2.763], [0.941, -1.309, 2.622], [0.590, -1.772, 1.418], [0.629, -3.194, 1.186], [0.206, -3.967, 2.430], [1.142, -3.554, 3.552], [1.183, -2.109, 3.671], [1.563, -1.564, 4.964], [-0.185, -0.344, 5.175], [1.202, 0.227, 6.114], [2.377, 0.923, 4.065], [0.765, 1.645, 4.050], [1.125, 0.558, 1.902], [1.653, -3.480, 0.913], [-0.027, -3.419, 0.345], [0.277, -5.037, 2.248], [-0.826, -3.724, 2.689], [2.153, -3.931, 3.359], [0.810, -3.970, 4.503], [2.653, -1.476, 5.029], [1.236, -2.265, 5.735], [-2.239, 3.710, -0.244], [-0.714, 3.549, -0.376], [-0.032, 3.628, 0.985], [-0.175, 4.635, -1.295], [-0.488, 2.240, -0.933], [1.025, 1.750, -1.235], [1.970, 2.824, -1.584], [1.421, 0.857, -0.051], [0.650, 0.734, -2.441], [1.537, 0.554, -3.567], [1.816, 1.873, -4.277], [2.843, -0.046, -3.065], [0.806, -0.370, -4.555], [-2.464, 4.689, 0.173], [-2.648, 2.945, 0.411], [-2.709, 3.623, -1.220], [-0.106, 4.632, 1.389], [1.019, 3.380, 0.852], [-0.477, 2.927, 1.690], [-0.394, 5.617, -0.886], [-0.593, 4.550, -2.294], [0.908, 4.515, -1.367], [2.304, 2.552, -3.578], [0.896, 2.333, -4.627], [2.481, 1.698, -5.118], [3.320, 0.681, -2.409], [3.511, -0.266, -3.893], [2.668, -0.955, -2.493], [-0.151, 0.070, -4.829], [0.633, -1.349, -4.118], [1.409, -0.492, -5.451]],
  "forces_ev_per_angstrom": [[0.1, -0.7, 0.6], [0.0, 0.1, 0.1], [-0.7, 0.2, -0.1], [0.3, 0.0, 0.1], [-1.1, 0.3, 0.0], [0.5, 0.0, 0.1], [0.7, -0.2, 0.0], [-0.5, -0.5, -0.9], [0.4, 0.2, 0.4], [0.4, 0.5, 0.6], [-0.3, -0.4, -0.5], [0.3, 0.1, 0.3], [0.2, -0.1, 0.1], [0.0, 0.1, 0.1], [0.0, -0.1, 0.1], [0.1, 0.1, 0.0], [-0.2, 0.0, -0.2], [-0.2, 0.0, -0.1], [0.0, 0.1, 0.0], [0.0, 0.0, 0.0], [0.0, -0.1, -0.1], [0.1, 0.0, -0.2], [0.0, 0.2, 0.7], [0.2, -0.6, -0.6], [0.5, 0.9, 2.3], [-0.5, -0.3, -1.8], [-0.4, -0.5, 0.1], [0.3, 0.2, 0.1], [-0.2, -0.8, -0.2], [-0.2, 0.3, -0.9], [0.1, 0.5, 0.7], [0.0, 0.1, 0.1], [0.0, 0.0, 0.0], [-0.1, 0.0, -0.1], [0.1, -0.1, -0.1], [0.0, 0.1, -0.2], [0.1, 0.1, -0.1], [0.1, 0.1, 0.0], [0.0, 0.0, 0.0], [0.0, 0.0, 0.0], [0.0, 0.1, 0.1], [0.0, 0.1, 0.0], [-0.1, -0.1, 0.0], [0.1, 0.0, -0.2], [0.6, -0.3, -0.1], [-0.9, 1.2, 0.6], [0.1, -0.1, -0.3], [0.6, -0.2, 0.0], [0.6, -0.9, -0.3], [0.2, 2.4, -1.9], [-0.2, -1.1, 0.7], [-0.5, -1.3, 0.8], [-0.4, 0.3, 1.1], [0.6, -0.5, -1.5], [0.1, 0.2, 0.5], [-0.2, 0.2, 0.1], [0.1, 0.3, 0.6], [0.0, 0.0, 0.0], [-0.1, -0.1, 0.1], [-0.1, 0.0, -0.1], [0.0, 0.1, 0.1], [0.2, 0.1, 0.2], [-0.1, -0.1, 0.1], [-0.2, 0.1, 0.0], [-0.1, 0.0, -0.1], [-0.3, 0.4, -0.1], [0.0, 0.0, -0.4], [-0.1, 0.0, -0.1], [0.0, -0.1, -0.1], [0.2, 0.0, 0.0], [0.1, 0.0, -0.1], [0.0, -0.2, 0.0], [-0.1, 0.0, -0.1], [0.0, -0.1, 0.0], [0.0, 0.0, 0.0]]
}